#A
# C3H11N

A 2-piece molecular cluster, C3H11N overall (ωB97M-V/def2-TZVPD, OMol25).

Values from the calculation:
Structure (SMILES): CNC.C
HOMO level, eV: -8.940
LUMO, eV: 1.08

```
15
Properties=species:S:1:pos:R:3:lowdin_charge:R:1
C -0.74392 0.26100 0.92280 -0.1251
N -0.30192 -0.08384 -0.53537 -0.1830
C -1.39521 -0.68290 -1.45917 -0.1205
H -1.17825 -0.69518 1.37038 0.0926
H -1.58720 0.97682 0.84172 0.0609
H 0.06628 0.79711 1.45772 0.0282
H -0.10475 0.83552 -0.88896 0.0592
H -2.34032 -0.05336 -1.56728 0.0771
H -0.97822 -0.68455 -2.49288 0.0727
H -1.67838 -1.63749 -1.11504 0.0380
C 2.28482 0.37060 0.94233 -0.0818
H 1.90783 0.32062 -0.08876 0.0004
H 1.87824 1.32262 1.40325 0.0356
H 1.89064 -0.56393 1.40804 0.0372
H 3.36338 0.27650 0.98358 0.0085
```

---

#B
# C3H11N

A 2-piece molecular cluster, C3H11N overall (ωB97M-V/def2-TZVPD, OMol25).

Values from the calculation:
Structure (SMILES): CCC.N
HOMO level, eV: -9.935
LUMO, eV: 0.90

```
15
Properties=species:S:1:pos:R:3:lowdin_charge:R:1
C 0.82071 -1.61228 0.21335 -0.1099
C -0.65049 -1.12290 0.15989 -0.3155
C -1.32353 -1.09912 1.53107 -0.1410
H 0.84179 -2.66688 -0.09195 0.0680
H 1.48443 -1.00891 -0.39535 0.0590
H 1.13592 -1.62970 1.25274 0.0586
H -0.66821 -0.09999 -0.20806 0.0851
H -1.26771 -1.68103 -0.53456 0.0900
H -0.73902 -0.46769 2.19914 0.0663
H -1.47384 -2.06984 2.01562 0.0696
H -2.34377 -0.68926 1.45101 0.0690
N 0.98949 3.46263 -1.73394 0.0083
H 0.76813 3.48980 -0.74943 -0.0022
H 1.78570 2.86718 -1.90029 -0.0017
H 0.16947 3.18778 -2.24839 -0.0034
```

---

#C
# C3H11N

A 3-piece molecular cluster, C3H11N overall (ωB97M-V/def2-TZVPD, OMol25).

Values from the calculation:
HOMO level, eV: -7.966
LUMO, eV: 1.13

```
15
Properties=species:S:1:pos:R:3:lowdin_charge:R:1
C -1.76746 0.52496 0.71976 -0.1714
N -0.66965 0.55350 -0.25171 -0.2178
H -1.06470 0.34316 -1.18462 0.1063
H 0.23600 1.58198 0.09110 0.0094
H -1.33540 0.75679 1.70565 0.0717
H -2.56142 1.24398 0.46516 0.0791
H -2.25637 -0.46048 0.76817 0.0702
C 0.50398 -0.71057 0.14421 -0.1943
C 1.59004 -0.81836 -0.89580 -0.1385
H 2.30716 0.00739 -0.79909 0.0605
H 2.11654 -1.78210 -0.77529 0.0787
H -0.17213 -1.57485 0.10293 0.0881
H 0.88104 -0.54369 1.15493 0.0775
H 1.01957 1.66470 0.66809 0.0091
H 1.17279 -0.78639 -1.91349 0.0717
```

---

Most stable: #B. Least stable: #C.

---

#A
# C3H11N

A 2-piece molecular cluster, C3H11N overall (ωB97M-V/def2-TZVPD, OMol25).

Values from the calculation:
Structure (SMILES): CC.CN
HOMO level, eV: -9.117
LUMO, eV: 1.15

```
15
Properties=species:S:1:pos:R:3:lowdin_charge:R:1
C -1.22710 2.03089 4.02750 -0.1327
C -2.10003 0.94924 4.80002 -0.1282
H -1.36946 2.99362 4.28008 0.0080
H -1.68638 2.07634 3.04698 0.0526
H -0.19421 1.74726 3.92790 0.0588
H -2.79604 1.33703 5.45934 0.0266
H -2.45510 0.21314 4.02050 0.0834
H -1.43557 0.44326 5.44506 0.0314
C 1.38117 -1.62880 -4.94822 -0.2918
N 2.74764 -2.06095 -4.94375 -0.1329
H 1.19339 -0.94865 -5.78822 0.0504
H 1.05957 -1.37470 -3.92464 0.0629
H 0.48141 -2.45193 -5.20344 0.1077
H 3.23398 -2.07315 -5.90633 0.0899
H 3.16672 -1.25259 -4.29278 0.1139
```

---

#B
# C3H11N

A 2-piece molecular cluster, C3H11N overall (ωB97M-V/def2-TZVPD, OMol25).

Values from the calculation:
Structure (SMILES): CC.CN
HOMO level, eV: -9.189
LUMO, eV: 0.99

```
15
Properties=species:S:1:pos:R:3:lowdin_charge:R:1
C -0.56884 -0.04843 2.87271 -0.1820
C 0.50562 -0.33396 3.94990 -0.1975
H -0.26499 0.49476 1.97782 0.0418
H -1.39434 -0.72794 2.48075 0.0721
H -1.23950 0.66525 3.52878 0.0837
H 1.48286 0.21458 3.87714 0.0683
H 0.79374 -1.37187 4.27354 0.0681
H 0.19556 0.18799 4.86945 0.0455
C -0.01759 0.37622 -3.50276 -0.2820
N 0.60635 -0.21793 -4.61883 -0.1100
H 0.39183 1.37948 -3.05596 0.0947
H -1.12491 0.53231 -3.58647 0.0537
H -0.10440 -0.23266 -2.49942 0.0889
H 0.23341 -1.15144 -5.06134 0.1171
H 0.50518 0.23362 -5.50532 0.0375
```

---

Most stable: #A. Least stable: #B.

---

#A
# C5H9ClO2

One molecule with the formula C5H9ClO2 (ωB97M-V/def2-TZVPD, OMol25).

Values from the calculation:
Structure (SMILES): CC(Cl)=C(CO)CO
HOMO level, eV: -9.078
LUMO, eV: 0.30

```
17
Properties=species:S:1:pos:R:3:lowdin_charge:R:1
C -1.90721 1.54025 -0.29724 -0.1442
C -1.24446 0.18614 0.11824 -0.6111
Cl -2.38821 -1.10596 -0.15529 0.6605
C 0.04092 -0.27645 0.33430 -0.2326
C 1.17733 0.74445 0.70342 -0.1454
O 1.66574 1.33082 -0.63745 -0.1233
C 0.51373 -1.73584 0.20786 -0.3032
O 1.62077 -1.69157 -0.61403 -0.1072
H -2.22164 1.67758 -1.43042 0.1039
H -2.97677 1.79626 0.12611 0.0886
H -1.16708 2.44587 -0.04279 0.1042
H 0.78290 1.60474 1.20322 0.0815
H 1.86705 0.23702 1.49939 0.1434
H 1.67253 0.46121 -1.18648 0.0989
H 0.62365 -2.34008 1.18208 0.1476
H -0.26969 -2.30563 -0.26632 0.0499
H 2.21046 -2.56882 -0.74462 0.1885
```

---

#B
# C5H9ClO2

One molecule with the formula C5H9ClO2 (ωB97M-V/def2-TZVPD, OMol25).

Values from the calculation:
Structure (SMILES): CC(=O)[C@H](Cl)[C@H](C)O
HOMO level, eV: -9.966
LUMO, eV: 0.51

```
17
Properties=species:S:1:pos:R:3:lowdin_charge:R:1
C -2.46423 -0.28596 0.90317 -0.0399
C -1.42534 -0.30507 -0.11881 -0.5257
O -1.67849 -0.49572 -1.26907 0.1153
C -0.03386 0.03503 0.41929 -0.5183
Cl -0.09159 1.72006 1.02602 0.6797
C 1.09271 -0.10807 -0.76666 -0.4932
C 2.38487 0.03527 -0.06661 -0.0761
O 0.98211 0.86628 -1.73115 -0.0046
H -3.26165 -1.00243 0.43849 0.1381
H -1.99011 -0.55338 1.87089 0.1008
H -2.99778 0.59781 0.97331 0.0570
H 0.47608 -0.39517 1.29740 0.0949
H 0.92607 -1.10813 -1.15807 0.1452
H 2.40698 1.11445 0.30098 0.0952
H 3.19854 -0.25394 -0.81524 0.1194
H 2.36012 -0.59730 0.75698 0.0475
H 0.11560 0.73625 -2.06092 0.0646
```

---

Most stable: #B. Least stable: #A.

---

#A
# C4H11O

A 2-piece molecular cluster, C4H11O overall (ωB97M-V/def2-TZVPD, OMol25).

Values from the calculation:
HOMO level, eV: -2.073
Charge: -1
LUMO, eV: 4.18

```
16
Properties=species:S:1:pos:R:3:lowdin_charge:R:1
C -0.50390 1.83012 -2.22289 -0.5200
O 0.13693 0.65583 -2.15049 -0.4325
H -0.08315 2.54543 -2.95471 0.0142
H -0.51237 2.43025 -1.25956 0.0257
H -1.59565 1.79657 -2.49204 0.0204
C -1.00124 -1.13792 1.22051 -0.1274
C 0.52359 -1.37288 1.23486 -0.3257
C 1.26530 -0.19253 0.62041 -0.1464
H -1.49997 -1.61377 0.38208 0.0621
H -1.46622 -1.47120 2.15175 0.0487
H -1.19788 -0.07054 1.13196 0.0632
H 0.83075 -1.48415 2.27979 0.0780
H 0.75754 -2.28857 0.69799 0.0856
H 2.34222 -0.37038 0.53758 0.0552
H 1.10549 0.71089 1.22216 0.0645
H 0.89857 0.03286 -0.39941 0.0343
```

---

#B
# C4H11O

A 2-piece molecular cluster, C4H11O overall (ωB97M-V/def2-TZVPD, OMol25).

Values from the calculation:
HOMO level, eV: -2.014
Charge: -1
LUMO, eV: 3.89

```
16
Properties=species:S:1:pos:R:3:lowdin_charge:R:1
C -1.53699 1.72770 -1.37037 -0.5380
O -0.66353 2.31024 -0.53020 -0.4438
H -2.21991 0.95835 -0.92747 0.0275
H -1.05901 1.21859 -2.24887 0.0267
H -2.23005 2.46317 -1.86812 0.0247
C -0.01743 -0.77255 -0.23229 -0.1348
C 1.29614 -1.23815 0.42370 -0.3084
C 1.08351 -1.89788 1.78858 -0.1520
H -0.13227 -1.11171 -1.26198 0.0614
H -0.89793 -1.14978 0.28144 0.0589
H -0.04949 0.31789 -0.15381 0.0312
H 1.81383 -1.97668 -0.18612 0.0839
H 1.86851 -0.32693 0.56611 0.0906
H 2.00646 -2.01200 2.34407 0.0492
H 0.72024 -2.92937 1.62278 0.0614
H 0.24437 -1.53507 2.37855 0.0615
```

---

Most stable: #A. Least stable: #B.

---

#A
# C3H9NO2

A 2-piece molecular cluster, C3H9NO2 overall (ωB97M-V/def2-TZVPD, OMol25).

Values from the calculation:
Spin multiplicity: 2
HOMO level (spin up / spin down), eV: -11.559 / -11.559
Charge: +1
LUMO (spin up / spin down), eV: -6.49 / -10.25

```
15
Properties=species:S:1:pos:R:3:lowdin_charge:R:1
O -2.25398 -1.64377 1.70096 0.4065
C -2.59535 -2.38081 0.82540 -0.0604
C -1.87516 -3.66289 0.54392 0.0627
H -3.41435 -2.11744 0.12730 0.2136
H -1.19904 -4.03146 1.28353 0.1084
H -1.29917 -3.44933 -0.37170 0.1427
H -2.62775 -4.41113 0.28459 0.1260
N 2.97146 2.30059 -0.53907 0.0054
C 1.73926 3.08981 -0.62038 -0.3659
O 0.58643 2.28359 -0.55471 -0.0689
H 3.60919 2.79289 0.08427 0.0661
H 2.72082 1.49185 0.03493 0.0625
H 1.65473 3.80228 0.20319 0.1103
H 1.73821 3.66284 -1.55069 0.1129
H 0.24470 2.27298 -1.45154 0.0779
```

---

#B
# C3H9NO2

An isolated ion of composition C3H9NO2 and charge +1 (ωB97M-V/def2-TZVPD, OMol25).

Values from the calculation:
Spin multiplicity: 2
HOMO level (spin up / spin down), eV: -15.115 / -15.105
Charge: +1
LUMO (spin up / spin down), eV: -3.02 / -9.25

```
15
Properties=species:S:1:pos:R:3:lowdin_charge:R:1
C 1.52358 0.32071 -0.35613 -0.1176
O 2.25622 0.41068 0.76787 0.1957
C 0.01231 0.37753 0.11935 -0.2805
C -0.98837 -0.05999 -0.91277 -0.2261
O -2.23885 0.14411 -0.31400 -0.0253
N 0.02238 -0.44550 1.33531 0.0903
H 1.86774 1.04983 -1.09247 0.1637
H 1.62230 -0.68724 -0.83086 0.2069
H 1.63786 -0.08326 1.46201 0.1552
H -0.10264 1.40721 0.46001 0.1709
H -0.85500 -1.12220 -1.18038 0.1433
H -0.88082 0.54036 -1.82888 0.1432
H -2.94449 -0.36392 -0.73374 0.1187
H -0.28402 -1.38398 1.08741 0.1274
H -0.64820 -0.10435 2.01727 0.1344
```

---

Most stable: #B. Least stable: #A.

---

#A
# C5H8N2OS

One molecule with the formula C5H8N2OS (ωB97M-V/def2-TZVPD, OMol25).

Values from the calculation:
HOMO level, eV: -6.983
LUMO, eV: 0.06

```
17
Properties=species:S:1:pos:R:3:lowdin_charge:R:1
C -2.11727 0.61838 0.67147 -0.4314
C -0.78036 0.93763 0.57058 -0.5163
C -1.20640 -1.76244 0.60315 -0.5375
C 1.57441 0.17730 -1.44651 -0.0839
C 1.41059 0.03913 0.11264 -0.2831
N -0.68776 -2.86894 0.45568 0.0994
N 0.06062 -0.03873 0.33395 -0.0205
O -0.52601 2.25301 0.39036 0.1024
S -2.61724 -1.02188 0.92920 1.0210
H -2.90900 1.38476 0.93119 0.0749
H 1.05943 -0.62738 -1.81046 0.0236
H 1.10000 0.99984 -1.96512 0.0689
H 2.61292 0.26307 -1.81230 0.0737
H 1.85934 -0.87509 0.57592 0.1117
H 2.10434 0.91341 0.43662 0.1366
H 0.31756 -3.12758 0.36726 0.1011
H -1.25515 2.73553 0.65637 0.0595
```

---

#B
# C5H8N2OS

One molecule with the formula C5H8N2OS (ωB97M-V/def2-TZVPD, OMol25).

Values from the calculation:
Structure (SMILES): C[C@H](O)Nc1cncs1
HOMO level, eV: -8.162
LUMO, eV: 0.63

```
17
Properties=species:S:1:pos:R:3:lowdin_charge:R:1
C -2.55077 0.39261 0.85129 -0.0260
C -1.06800 0.59770 0.30053 -0.4581
O -1.30131 1.36499 -0.86704 -0.0483
N -0.44563 -0.66235 -0.04874 -0.0014
C 0.94639 -0.74358 -0.21817 -0.5547
C 1.92500 0.23107 0.00481 -0.1669
N 3.21111 -0.19824 -0.33657 -0.0417
C 3.24252 -1.40680 -0.67113 -0.5075
S 1.67965 -2.15371 -0.92918 1.0145
H -3.12361 0.19476 -0.04434 0.0651
H -2.60370 -0.60838 1.39445 0.1028
H -2.72536 1.32989 1.27260 0.0492
H -0.59745 0.99734 1.16968 0.1289
H -1.42902 2.35563 -0.75578 0.1346
H -1.10026 -1.13366 -0.66465 0.1325
H 1.77772 1.30966 0.35023 0.1269
H 4.16273 -1.86693 -0.80800 0.0500
```

---

Most stable: #B. Least stable: #A.

---

#A
# C3H4ClN

One molecule with the formula C3H4ClN (ωB97M-V/def2-TZVPD, OMol25).

Values from the calculation:
Structure (SMILES): N#CCCCl
HOMO level, eV: -11.168
LUMO, eV: 0.62

```
9
Properties=species:S:1:pos:R:3:lowdin_charge:R:1
N 2.30849 -0.75330 1.22418 0.1395
C 1.25074 -0.39861 0.85860 -0.2278
C 0.04561 0.34133 0.48422 -0.2576
C -0.82111 -0.16987 -0.71201 -0.6342
Cl -0.29786 0.50857 -2.22313 0.5991
H 0.46415 1.31295 0.15225 0.1073
H -0.55758 0.49008 1.35540 0.1051
H -1.90817 -0.09168 -0.53013 0.0836
H -0.48428 -1.23945 -0.60938 0.0849
```

---

#B
# C3H4ClN

One molecule with the formula C3H4ClN (ωB97M-V/def2-TZVPD, OMol25).

Values from the calculation:
Structure (SMILES): C[C@H](Cl)C#N
HOMO level, eV: -11.420
LUMO, eV: 0.51

```
9
Properties=species:S:1:pos:R:3:lowdin_charge:R:1
C -0.72562 -0.61735 -0.09691 -0.1711
C 0.33208 0.25607 0.51220 -0.7107
Cl -0.74047 1.69861 0.94103 0.5968
C 1.36810 0.55515 -0.48842 -0.1964
N 1.84013 0.38509 -1.60870 0.1520
H -0.38378 -1.61706 -0.40940 0.1022
H -1.30870 -0.61289 0.70138 -0.0097
H -1.02294 0.21332 -0.95775 0.1352
H 0.64120 -0.26094 1.40657 0.1016
```

---

Most stable: #A. Least stable: #B.

---

#A
# C4H7N3O2

One molecule with the formula C4H7N3O2 (ωB97M-V/def2-TZVPD, OMol25).

Values from the calculation:
Structure (SMILES): C=C=NCC/N=[N+](\[O-])O
HOMO level, eV: -9.020
LUMO, eV: 0.75

```
16
Properties=species:S:1:pos:R:3:lowdin_charge:R:1
C -1.34190 2.27929 0.06919 0.0113
C -1.25943 1.04545 -0.34203 -0.1768
N -1.07492 -0.10495 -0.77057 0.0385
C -1.26492 -1.22767 0.05860 -0.1935
C 0.18514 -1.62599 0.52495 -0.1401
N 1.17011 -1.16484 -0.42092 0.0866
N 1.60967 -0.02386 -0.22118 -0.4012
O 1.49354 0.69792 0.69877 0.0485
O 2.57993 0.33937 -1.21083 0.0652
H -2.11808 2.93186 -0.24285 0.0392
H -0.40100 2.67794 0.52561 0.0743
H -1.63522 -1.92754 -0.74460 0.1280
H -1.93920 -1.13830 0.90341 0.1131
H 0.35342 -1.01629 1.41295 0.1109
H 0.37427 -2.63045 0.55832 0.0815
H 3.26860 0.88807 -0.79882 0.1145
```

---

#B
# C4H7N3O2

One molecule with the formula C4H7N3O2 (ωB97M-V/def2-TZVPD, OMol25).

Values from the calculation:
Structure (SMILES): [H]/N=C(\C)N/C=C/[N+](=O)[O-]
HOMO level, eV: -9.195
LUMO, eV: 0.10

```
16
Properties=species:S:1:pos:R:3:lowdin_charge:R:1
H -2.09539 2.20025 0.38887 0.0251
N -1.30287 1.65413 0.49686 0.1750
C -1.45196 0.40637 0.32964 -0.4333
C -2.64274 -0.37794 -0.09796 -0.0212
N -0.31538 -0.48115 0.37499 0.0376
C 0.99184 -0.51765 -0.03391 -0.0453
C 1.96415 0.39213 -0.43734 -0.0122
N 3.33494 0.09973 -0.34521 -0.4377
O 3.98708 0.95319 0.17935 0.0708
O 3.91828 -0.90935 -0.72830 0.0463
H -2.42037 -0.83073 -1.10617 0.1166
H -3.50281 0.22350 -0.18582 0.0666
H -2.67959 -1.15466 0.63753 0.0739
H -0.67828 -1.40913 0.64258 0.1326
H 1.30138 -1.55463 0.22359 0.1394
H 1.59174 1.30594 -0.33869 0.0658
```

---

#C
# C4H7N3O2

One molecule with the formula C4H7N3O2 (ωB97M-V/def2-TZVPD, OMol25).

Values from the calculation:
Structure (SMILES): COC1=C(NO)CN=N1
HOMO level, eV: -8.299
LUMO, eV: -0.07

```
16
Properties=species:S:1:pos:R:3:lowdin_charge:R:1
C 2.53913 -1.05732 0.18180 -0.0841
O 1.16270 -1.02601 -0.14309 -0.0738
C 0.53636 0.14884 0.02198 -0.3268
C -0.81188 0.19113 -0.14452 -0.2402
N -1.66466 -0.80680 -0.53629 0.0417
O -2.80643 -1.00351 0.52912 -0.0815
C -1.07789 1.67358 -0.03342 -0.1664
N 0.20824 2.28791 0.00309 -0.0087
N 1.13740 1.40110 0.08520 0.1014
H 3.05403 -0.31638 -0.48604 0.0950
H 2.99742 -2.00504 -0.15024 0.0932
H 2.76351 -0.80718 1.22778 0.0954
H -1.26502 -1.75323 -0.64919 0.1344
H -3.59079 -0.75989 -0.01721 0.0850
H -1.42199 1.90796 1.05342 0.1700
H -1.76011 1.92485 -0.94239 0.1654
```

---

Most stable: #C. Least stable: #A.